## a
This record from OMol25 describes the ion C5H14NOS with charge +1. The level of theory is ωB97M-V with the def2-TZVPD basis set.

XYZ file:
```
22
C5H14NOS, DFT ωB97M-V with the def2-TZVPD basis set
C -0.7221 1.3296 2.3022
O -0.3086 0.9862 3.6389
C 0.1112 0.4069 1.3927
C -0.6520 0.2784 0.0793
C 0.0834 -0.6809 -0.9067
S -0.0455 0.0585 -2.6596
C 1.1235 -1.0073 -3.5664
N 0.2679 -1.0879 2.0709
H -1.8205 1.0144 2.2552
H -0.6118 2.4411 2.1182
H -0.2662 1.8021 4.3158
H 1.1930 0.8449 1.2067
H -0.8811 1.3172 -0.4013
H -1.6978 -0.1259 0.2481
H 1.1454 -1.0999 -0.7626
H -0.5422 -1.5124 -1.0628
H 0.5468 -1.3442 -4.4154
H 1.5672 -1.7717 -2.8974
H 2.0516 -0.4697 -4.0998
H -0.4669 -1.7926 1.7213
H 0.2394 -0.9855 3.1154
H 1.1998 -1.4881 1.7977
```

Output
Gap between HOMO and LUMO = 8.053 eV
E_HOMO = -11.56 eV
Charge = +1

***

## b
This record from OMol25 describes a cluster of 2 separate species, C5H14NOS in total. The level of theory is ωB97M-V with the def2-TZVPD basis set.

XYZ file:
```
22
C5H14NOS, DFT ωB97M-V with the def2-TZVPD basis set
C 0.1794 -1.6934 0.5304
C 2.2684 -0.0346 -0.3545
C 0.9866 1.9054 0.0140
C -3.3506 -0.5045 -0.8043
C 0.0951 -0.2395 0.6809
N 0.9590 0.4703 -0.3275
O 0.1924 0.2729 1.9026
S -1.9401 0.6563 -0.4364
H 0.1360 -2.0192 -0.5222
H 1.1332 -2.1653 0.8940
H -0.5260 -2.1710 1.1445
H 2.7623 0.6923 -0.8978
H 2.7497 0.0333 0.6134
H 2.2754 -1.0138 -0.8530
H -0.0616 2.2993 -0.0853
H 1.3751 2.0258 0.9802
H 1.6592 2.5314 -0.6122
H -3.6971 -0.2265 -1.7971
H -4.3231 -0.5220 -0.1959
H -2.9271 -1.5277 -0.8434
H 0.5274 0.2952 -1.3292
H -0.4737 0.9354 2.2986
```

Output
Gap between HOMO and LUMO (alpha / beta) = 8.002 / 8.002 eV
E_HOMO (alpha / beta) = -12.67 / -12.67 eV
Charge = +1

***

Most stable structure - a; separation to the second - 111.3 kJ/mol.

***

## a
This record from OMol25 describes an isolated molecule of C21H27N3O4S. The level of theory is ωB97M-V with the def2-TZVPD basis set.

XYZ file:
```
56
C21H27N3O4S, DFT ωB97M-V with the def2-TZVPD basis set
C -7.3346 -1.4401 -0.4128
H -6.9754 -2.1398 -1.1748
O -6.3112 -1.0750 0.4785
C -5.2146 -0.4433 -0.0242
C -5.0199 -0.1151 -1.3538
C -3.8617 0.5305 -1.7641
C -2.8827 0.8473 -0.8469
C -3.0664 0.5231 0.4963
C -4.2174 -0.1103 0.9210
O -4.4876 -0.4599 2.2102
C -3.5506 -0.1193 3.1994
H -2.5913 -0.6240 3.0376
H -3.3870 0.9626 3.2461
H -3.9802 -0.4597 4.1404
H -2.2928 0.7881 1.1999
C -1.5997 1.5121 -1.2712
C -0.4505 0.6120 -0.9658
C 0.5621 0.6602 -0.0572
N 0.9742 1.6645 0.8014
C 0.9889 3.0196 0.5915
O 1.5188 3.7494 1.3953
C 0.2833 3.4900 -0.6485
H 0.6244 2.9745 -1.5449
H 0.4049 4.5663 -0.7515
S -1.5023 3.1521 -0.4397
H 1.4498 1.3704 1.6457
N 1.2549 -0.5416 -0.0220
N 0.7262 -1.2987 -1.0643
C -0.3849 -0.6950 -1.6157
O -1.0917 -1.1968 -2.4632
H 0.8753 -2.2953 -1.0680
C 2.7034 -0.6043 0.1644
C 3.0906 -2.0328 0.5557
C 4.4741 -2.1270 1.1955
C 5.6101 -1.5528 0.3477
C 5.6153 -0.0228 0.3049
C 4.7548 0.6005 -0.8002
H 5.3292 0.6334 -1.7280
C 3.4434 -0.1299 -1.0951
H 2.7937 0.5482 -1.6549
H 3.6311 -0.9894 -1.7400
H 4.5372 1.6336 -0.5190
H 6.6392 0.3267 0.1596
H 5.2944 0.3514 1.2794
H 6.5506 -1.8857 0.7917
H 5.5684 -1.9589 -0.6635
H 4.4628 -1.6144 2.1604
H 4.6790 -3.1818 1.3909
H 3.0661 -2.6694 -0.3314
H 2.3520 -2.4143 1.2654
H 2.9349 0.0648 0.9970
H -1.6299 1.7022 -2.3492
H -3.7266 0.7673 -2.8074
H -5.7663 -0.3589 -2.0922
H -7.7745 -0.5649 -0.9029
H -8.0930 -1.9295 0.1963
```

Output
Gap between HOMO and LUMO = 8.318 eV
E_HOMO = -7.85 eV

***

## b
This record from OMol25 describes an isolated molecule of C21H27N3O4S. The level of theory is ωB97M-V with the def2-TZVPD basis set.

XYZ file:
```
56
C21H27N3O4S, DFT ωB97M-V with the def2-TZVPD basis set
C 2.4758 3.2218 -0.4846
O 3.4477 2.3486 0.0287
C 4.7433 2.6166 -0.4625
C 5.7482 1.6457 0.1596
C 5.7433 0.2981 -0.5502
O 6.4262 0.1268 -1.5455
N 4.9942 -0.6919 -0.0197
C 4.0717 -0.5201 1.0878
H 4.6264 -0.4393 2.0331
C 3.1015 -1.6966 1.1868
H 2.3162 -1.4268 1.8940
H 3.6021 -2.5897 1.5636
C 2.4940 -2.0214 -0.1833
C 3.6051 -2.3177 -1.2081
C 4.9918 -1.9901 -0.6561
H 5.3104 -2.7488 0.0672
H 5.7215 -1.9529 -1.4670
H 3.4124 -1.6937 -2.0814
H 3.5763 -3.3619 -1.5183
H 1.8254 -2.8898 -0.0942
O 1.7654 -0.9197 -0.7024
C 0.5460 -0.5933 -0.2168
C -0.1660 -1.2945 0.7537
C -1.4194 -0.8594 1.1470
C -1.9856 0.2835 0.5966
C -1.2643 0.9896 -0.3661
C -0.0277 0.5529 -0.7772
H 0.5306 1.0796 -1.5341
H -1.7010 1.8845 -0.7829
C -3.3121 0.8165 1.0074
O -3.5828 2.0023 0.9650
N -4.1941 -0.1149 1.4594
H -4.0223 -1.0874 1.2612
C -5.5603 0.2548 1.7752
C -6.4213 0.2531 0.5477
C -6.4993 1.2687 -0.3533
S -7.5450 0.8460 -1.6504
C -7.8032 -0.7089 -0.8684
N -7.1577 -0.8472 0.2307
C -8.6944 -1.7283 -1.4674
H -8.7139 -2.6070 -0.8286
H -9.7045 -1.3346 -1.5709
H -8.3393 -2.0086 -2.4582
H -5.9999 2.2153 -0.3228
H -5.5269 1.2607 2.1998
H -5.9596 -0.4534 2.5028
H -1.9380 -1.4085 1.9199
H 0.2397 -2.1832 1.2118
H 3.5011 0.3987 0.9343
H 5.5508 1.5542 1.2255
H 6.7464 2.0608 0.0118
H 4.7642 2.5217 -1.5586
H 5.0219 3.6513 -0.2052
H 2.7086 4.2640 -0.2322
H 1.5290 2.9392 -0.0287
H 2.4017 3.1348 -1.5755
```

Output
Gap between HOMO and LUMO = 9.350 eV
E_HOMO = -8.71 eV

***

Most stable structure - b; separation to the second - 103.2 kJ/mol.

***

## a
This record from OMol25 describes a structure of composition C8H9NO3. The level of theory is ωB97M-V with the def2-TZVPD basis set.

XYZ file:
```
21
C8H9NO3, DFT ωB97M-V with the def2-TZVPD basis set
C -2.2075 1.2188 -0.1898
C -1.6372 2.4405 -0.0559
C -1.5165 0.0366 0.0179
C -0.2788 2.4711 0.0555
C -0.1078 0.0570 0.3135
C 0.4808 1.3538 0.2854
C 1.1958 -2.5002 2.4444
C 1.7076 -1.1816 -0.6345
N 0.6022 -1.1580 0.3115
O 1.8373 1.6011 0.6526
O 1.7498 -2.8460 3.4331
O 1.1193 -1.2157 1.9665
H -3.2663 1.0498 -0.3491
H -2.1336 3.4168 0.0229
H -2.0274 -0.8656 0.0020
H 0.4072 3.3214 0.2470
H 0.7174 -3.1438 1.6883
H 1.3767 -1.6715 -1.5859
H 2.2228 -0.1792 -0.9122
H 2.5113 -1.8403 -0.1695
H 2.3771 0.8031 0.7221
```

Output
Gap between HOMO and LUMO = 8.835 eV
E_HOMO = -9.27 eV

***

## b
This record from OMol25 describes an isolated molecule of C8H9NO3. The level of theory is ωB97M-V with the def2-TZVPD basis set.

XYZ file:
```
21
C8H9NO3, DFT ωB97M-V with the def2-TZVPD basis set
C -3.8800 -0.2583 0.5943
C -0.9192 -0.5381 -0.2423
C 0.6163 -0.2455 0.0331
C 1.3805 -1.4801 0.1128
C 2.7526 -1.4275 0.2623
C 3.3794 -0.2424 0.0720
C 2.6489 0.9740 -0.1410
C 1.2559 1.0195 0.0994
H -3.3514 -1.2786 0.5197
H -3.8143 0.1380 1.6429
H -4.9444 -0.1811 0.1902
H -1.2874 1.5316 0.0348
H 0.7745 -2.4105 0.1568
H 3.4772 -2.2671 0.2582
H 4.5318 -0.1434 -0.0676
H 3.2358 1.8815 -0.2950
H 1.3303 2.7664 -0.0540
N -1.7046 0.5800 -0.0952
O -3.0529 0.5890 -0.3668
O -1.4550 -1.6115 -0.5161
O 0.5795 2.1592 0.0749
```

Output
Gap between HOMO and LUMO = 9.597 eV
E_HOMO = -9.10 eV

***

## c
This record from OMol25 describes an isolated molecule of C8H9NO3. The level of theory is ωB97M-V with the def2-TZVPD basis set.

XYZ file:
```
21
C8H9NO3, DFT ωB97M-V with the def2-TZVPD basis set
C -3.4502 0.2261 -0.0582
C -1.0682 0.6272 -0.2009
C 0.3628 0.0956 -0.0317
C 0.7679 -1.2058 -0.2236
C 2.1845 -1.4632 -0.3659
C 3.1470 -0.5485 -0.0515
C 2.7618 0.7448 0.3221
C 1.3589 1.0469 0.2478
H -3.7540 0.5576 0.9510
H -3.4558 1.0231 -0.8036
H -4.1520 -0.5080 -0.3427
H -1.9812 -2.0686 0.2211
H 0.1648 -2.0889 -0.3073
H 2.4028 -2.5181 -0.6052
H 4.1980 -0.8636 -0.2101
H 3.4175 1.5923 0.4627
H 1.6245 2.9006 0.3965
N -2.1107 -0.2147 -0.0143
O -1.9533 -1.3563 0.8462
O -1.3504 1.7183 -0.6521
O 0.8852 2.3034 0.4196
```

Output
Gap between HOMO and LUMO = 9.311 eV
E_HOMO = -8.63 eV

***

Most stable structure - c; separation to the second - 59.3 kJ/mol.

***

## a
This record from OMol25 describes the ion C5H12N2 with charge +2. The level of theory is ωB97M-V with the def2-TZVPD basis set.

XYZ file:
```
19
C5H12N2, DFT ωB97M-V with the def2-TZVPD basis set
C 1.6230 0.4819 -0.5302
C 0.5224 -0.0789 0.4144
C -0.9030 0.3854 0.2513
C -1.5235 1.2437 1.0449
C -1.7259 -1.6518 -0.8690
N -1.8204 -0.3970 -0.5811
N 2.9110 0.1430 0.1927
H 1.4875 1.5983 -0.6149
H 1.5209 -0.0531 -1.4842
H 0.5650 -1.1771 0.2495
H 0.7886 -0.0433 1.4708
H -1.1026 1.8572 1.8207
H -2.6148 1.3891 1.0174
H -0.7901 -2.1801 -0.8767
H -2.6409 -2.1327 -1.1630
H -2.7780 -0.0181 -0.6012
H 2.8933 0.1162 1.2084
H 3.6244 0.8463 -0.1040
H 3.2734 -0.7653 -0.1086
```

Output
Gap between HOMO and LUMO = 9.806 eV
E_HOMO = -18.48 eV
Charge = +2

***

## b
This record from OMol25 describes the ion C5H12N2 with charge +2. The level of theory is ωB97M-V with the def2-TZVPD basis set.

XYZ file:
```
19
C5H12N2, DFT ωB97M-V with the def2-TZVPD basis set
C -1.6018 0.1627 0.1187
C -0.3235 -0.3431 -0.6529
C 0.8545 0.3097 0.0972
C 0.7898 0.9859 1.2527
C 3.2242 -0.5704 0.0165
N 2.1697 0.0689 -0.4675
N -2.9184 -0.2824 -0.4628
H -1.6371 1.1621 0.2700
H -1.5661 -0.3069 1.0941
H -0.3428 -1.5210 -0.7153
H -0.3371 0.0491 -1.7516
H -0.0571 0.8622 1.9542
H 1.4988 1.7358 1.6311
H 3.0875 -1.2907 0.8173
H 4.3239 -0.3622 -0.2922
H 2.4026 0.5655 -1.3230
H -2.7783 -1.2722 -0.6269
H -3.1746 0.3516 -1.1900
H -3.6142 -0.3045 0.2303
```

Output
Gap between HOMO and LUMO = 9.629 eV
E_HOMO = -18.38 eV
Charge = +2

***

## c
This record from OMol25 describes a cluster of 2 separate species, C5H12N2 in total. The level of theory is ωB97M-V with the def2-TZVPD basis set.

XYZ file:
```
19
C5H12N2, DFT ωB97M-V with the def2-TZVPD basis set
C -1.6898 -0.5265 -1.6891
C -1.1943 -0.1296 -0.4419
C 0.9105 1.9133 0.4155
C 0.9129 -1.1065 -0.4863
C -0.0177 -0.1295 1.6365
N 1.9911 1.9219 0.8838
N -0.0713 -0.2957 0.1651
H -2.6637 -0.1825 -2.0614
H -1.6734 -1.6125 -1.7513
H -1.9960 0.3844 0.1056
H 0.0483 2.4672 0.1033
H 1.2567 -0.8918 -1.5324
H 1.7720 -1.1780 0.2479
H 0.4379 -2.2176 -0.4383
H -0.3296 -0.9314 2.1904
H 1.0485 -0.0901 1.8710
H -0.5855 0.8074 1.9180
H 2.8157 2.1247 1.3329
H -0.9720 -0.3271 -2.4691
```

Output
Gap between HOMO and LUMO = 9.765 eV
E_HOMO = -20.19 eV
Charge = +2

***

Most stable structure - a; separation to the second - 73.2 kJ/mol.

***

## a
This record from OMol25 describes a structure of composition C3H3ClS. The level of theory is ωB97M-V with the def2-TZVPD basis set.

XYZ file:
```
8
C3H3ClS, DFT ωB97M-V with the def2-TZVPD basis set
C 0.4246 1.4968 0.1067
C 0.0678 0.4227 -0.3010
C -0.5746 -0.7873 -0.6874
S -2.6442 -1.0456 0.2436
Cl -3.2659 0.8413 -0.3651
H 0.5989 2.5246 0.4069
H -0.1041 -1.6596 -0.2421
H -1.0804 -0.6035 -1.6934
```

Output
Gap between HOMO and LUMO = 8.399 eV
E_HOMO = -9.10 eV

***

## b
This record from OMol25 describes a cluster of 2 separate species, C3H3ClS in total. The level of theory is ωB97M-V with the def2-TZVPD basis set.

XYZ file:
```
8
C3H3ClS, DFT ωB97M-V with the def2-TZVPD basis set
C -0.9829 -1.5156 0.5883
C -0.2680 -0.8609 -0.0855
C 0.6107 -0.1687 -0.9323
S 0.3754 2.4010 -0.1281
Cl 0.3138 2.3338 1.8767
H -1.8241 -1.9990 1.0964
H 0.1334 -0.2147 -1.8878
H 1.6418 0.0241 -0.5278
```

Output
Gap between HOMO and LUMO (alpha / beta) = 6.785 / 6.786 eV
E_HOMO (alpha / beta) = -8.67 / -8.67 eV

***

Most stable structure - a; separation to the second - 111.5 kJ/mol.

***

## a
This record from OMol25 describes a structure of composition H25O13. The level of theory is ωB97M-V with the def2-TZVPD basis set.

XYZ file:
```
38
H25O13, DFT ωB97M-V with the def2-TZVPD basis set
O 1.1443 -1.7470 -2.0710
H 0.3388 -3.4742 1.6368
H 0.3058 -3.6312 -2.0149
O -0.4883 -1.5651 -0.1646
H -0.2341 -2.1947 0.5068
H 1.4536 -2.8455 2.3884
O 0.8699 1.3243 -0.4608
H 2.2553 0.5757 -3.2838
O 4.1281 1.4510 -0.2562
H 3.5699 0.9544 0.3789
H 4.0108 2.2271 0.3226
O -2.3363 -2.8716 1.3073
H 0.8068 -1.9789 -2.9403
H -3.2494 -2.5748 1.2373
O -0.2932 2.2195 1.6804
H 0.1003 2.2451 0.7797
H -0.8973 1.4879 1.8204
O 0.7487 -3.4731 2.5065
H -3.0083 1.0756 1.0839
H 1.8389 1.3570 -0.5120
O -0.6372 -3.6025 -2.1988
H -1.8960 -2.3423 0.6058
H 0.3162 1.4710 3.2882
O 1.5243 0.5486 -2.7028
H 0.1091 -1.7461 -0.9935
H -0.1522 3.3186 -2.6365
O -2.9739 2.6489 -0.4980
H 0.8335 0.5940 -1.1787
H -2.9650 2.4401 -1.4380
O 1.1728 1.1697 3.6285
H 1.9945 1.1908 3.1559
H 0.1452 2.9673 -1.2342
O -0.3193 3.6588 -1.7489
H -2.0815 -0.1416 0.8954
H -0.9355 -2.8017 -1.7648
O -2.8552 0.1567 1.3396
H -2.0109 2.7346 -0.4029
H 1.3970 -0.5955 -2.1469
```

Output
Gap between HOMO and LUMO = 8.775 eV
E_HOMO = -6.31 eV
Charge = -1

***

## b
This record from OMol25 describes a structure of composition H25O13. The level of theory is ωB97M-V with the def2-TZVPD basis set.

XYZ file:
```
38
H25O13, DFT ωB97M-V with the def2-TZVPD basis set
O 2.3107 2.6844 -0.0052
H 2.5017 2.2473 0.8813
H 1.4130 2.5984 -0.0887
O -3.9810 1.0674 -0.1022
H -3.5878 1.4505 0.6667
H -3.2311 0.6579 -0.4434
O 3.2703 -0.1749 1.1863
H 3.4037 -1.0368 0.5664
O -2.1663 3.8564 0.6525
H -1.3262 3.4331 0.5293
H -2.4398 3.8103 -0.2943
O -1.7422 -0.5479 2.0759
H -1.6877 -0.2609 1.1081
H -2.5174 -1.0836 2.0160
O -0.6592 -2.9169 0.4226
H -0.7754 -2.1955 0.8015
H -1.0420 -3.0625 -0.4217
O -0.4221 2.1642 -0.4706
H -0.3467 2.2976 -1.4063
H 2.4629 -0.5625 1.6544
O 3.2060 0.4654 -1.4629
H 3.5543 0.3336 -0.6735
H 2.2746 0.2909 -1.2958
O -1.1270 -0.3404 -0.5033
H -0.1896 -0.2989 -0.5108
H -0.7553 0.9885 -0.4372
O -2.2721 -1.7636 -2.3321
H -1.7166 -1.0598 -2.0429
H -2.6190 -1.8593 -1.4346
O 1.1044 0.1193 2.8834
H 0.1594 -0.2332 3.0926
H 1.0936 0.1951 1.8299
O 2.7911 -2.9262 1.7494
H 2.9237 -3.2835 0.8117
H 1.9184 -3.1081 2.0483
O 0.2886 -0.8668 -3.6343
H -0.4993 -0.7174 -3.1153
H 0.4275 -0.3615 -4.3012
```

Output
Gap between HOMO and LUMO = 9.973 eV
E_HOMO = -7.32 eV
Charge = -1

***

Most stable structure - a; separation to the second - 147.9 kJ/mol.